# 1
Molecular formula: C4H22N8O7
Method: DFT, ωB97M-V/def2-TZVPD

ORCA input file:
```
! RIJCOSX wB97M-V def2-TZVPD def2/J DEFGRID3
* xyz 0 1
O 9.2407 14.0800 17.8506
O 13.2135 14.7604 19.5430
O 3.3200 15.7665 22.3115
O 10.0804 8.1338 15.3220
O 5.5976 18.4810 16.3834
O 10.5746 18.7164 16.1434
O 7.1312 9.9084 19.9802
N 12.2215 8.1973 14.8125
N 5.0235 9.4454 20.6213
N 3.6998 18.4468 17.5752
N 3.9350 15.8026 24.4494
N 5.0103 16.9056 17.8049
N 11.6791 8.7910 16.7286
N 5.2130 14.8616 23.0210
N 5.7426 8.8262 18.5863
C 4.8362 18.0062 17.1762
C 11.2528 8.3110 15.6186
C 4.1400 15.4855 23.1927
C 6.0316 9.4487 19.7136
H 5.7677 14.8215 23.8642
H 9.6222 18.7556 16.2309
H 5.5527 14.5199 22.1334
H 4.6868 15.6272 25.1005
H 4.3057 16.5180 18.4160
H 3.2514 17.8969 18.2940
H 12.5650 9.2726 16.6701
H 11.9906 8.0034 13.8486
H 13.1572 15.6412 19.9134
H 5.8583 16.4290 17.5331
H 13.4766 14.2071 20.2784
H 3.2917 19.3050 17.2330
H 8.9013 13.3428 18.3581
H 10.9409 9.2448 17.2475
H 4.7646 8.5906 18.4973
H 13.0930 8.6041 15.1212
H 5.3486 9.9514 21.4327
H 3.0170 16.0319 24.8027
H 10.8792 18.3782 16.9854
H 10.1796 14.0875 18.0368
H 4.0494 9.3370 20.3775
H 6.4358 8.7047 17.8618
*
```

Computed properties:
ΔE to the lowest compared entry with this formula, charge and spin: 93.0 kcal/mol
SMILES string: NC(N)=O.NC(N)=O.NC(N)=O.NC(N)=O.O.O.O
Electronic energy: -1130.377019 Ha

These are the Mulliken partial charges, in e, on atoms 1 to 4: -0.6403, -0.6331, -0.6874, -0.6653



# 2
Molecular formula: C4H22NO7
Method: DFT, ωB97M-V/def2-TZVPD

ORCA input file:
```
! RIJCOSX wB97M-V def2-TZVPD def2/J DEFGRID3
* xyz -1 1
O 43.2982 1.0316 -29.7353
O 43.1081 4.2933 -28.3813
O 45.4108 5.6369 -31.4550
O 41.7658 4.0686 -31.7694
O 44.1038 3.3767 -30.7188
O 46.6512 3.3213 -29.4803
O 45.7843 3.1030 -35.6583
N 43.8876 2.6866 -33.3973
C 45.9758 3.1957 -37.0641
C 45.0514 1.9390 -33.7616
C 44.8117 0.5062 -33.1012
C 45.2908 1.8592 -35.2701
H 46.6570 2.3857 -37.3248
H 45.9869 1.0337 -35.4184
H 44.0395 3.6297 -33.7256
H 45.8246 3.5011 -29.9282
H 45.9148 2.3812 -33.2644
H 45.7187 -0.0982 -33.1085
H 45.0080 4.7719 -31.3790
H 44.9512 2.9035 -30.8308
H 42.9350 5.2034 -28.6219
H 43.9513 0.0879 -33.6237
H 43.5254 3.9156 -29.1555
H 44.3824 1.5742 -35.8009
H 43.4976 1.8668 -30.1583
H 43.8837 2.8258 -32.3970
H 41.2686 3.2675 -31.9347
H 44.7116 6.2484 -31.2241
H 42.6044 3.7635 -31.4233
H 46.5812 3.7916 -28.6496
H 44.1483 0.7002 -29.4460
H 44.4632 0.5959 -32.0724
H 45.1257 2.9398 -37.6965
H 46.4921 4.0929 -37.4054
*
```

Computed properties:
ΔE to the lowest compared entry with this formula, charge and spin: 24.8 kcal/mol
Electronic energy: -747.060183 Ha

These are the Mulliken partial charges, in e, on atoms 1 to 4: -0.7100, -0.6828, -0.7203, -0.6974



# 3
Molecular formula: C4H22O7
Method: DFT, ωB97M-V/def2-TZVPD

ORCA input file:
```
! RIJCOSX wB97M-V def2-TZVPD def2/J DEFGRID3
* xyz 0 1
O -1.0008 -1.2465 1.3821
O -1.5294 0.6533 1.7423
O -0.8378 1.9567 -2.6863
O 0.5364 1.1276 -0.4405
O 0.6096 2.9495 -0.2523
O 0.8165 -2.3369 -0.3610
O 0.4226 0.2067 -2.3275
C -0.8257 0.8296 2.9279
C -1.5230 2.1723 -1.4280
C 0.9080 0.0746 0.4608
C 1.1198 -3.6991 -0.6560
H -1.8329 3.1985 -1.2310
H 0.3739 -0.8659 0.3259
H 0.5253 0.6981 -1.2990
H 0.6560 1.9975 -0.1649
H 1.9525 -0.1648 0.2613
H -0.3442 1.1337 -2.6629
H 0.8119 0.7198 -3.0356
H 0.8677 0.2388 1.5376
H 0.9914 -2.2553 0.5794
H 2.1587 -3.9203 -0.4113
H -1.1378 0.1985 3.7600
H 0.9583 -4.0664 -1.6695
H -0.9892 1.8383 3.3071
H -2.4919 1.6743 -1.4655
H 1.4133 3.2678 0.1588
H -1.1332 -1.9327 0.7280
H 0.5664 -0.7042 -2.5841
H -1.4283 -0.2608 1.4672
H 0.2180 0.5695 2.7515
H -0.2188 -1.5199 1.8618
H 0.4408 -4.2896 -0.0409
H -1.0545 1.7574 -0.5355
*
```

Computed properties:
ΔE to the lowest compared entry with this formula, charge and spin: 363.0 kcal/mol
Electronic energy: -691.712840 Ha

These are the Mulliken partial charges, in e, on atoms 1 to 4: -0.5940, -0.7521, -0.6998, -0.7214



# 4
Molecular formula: C4H23NO10
Method: DFT, ωB97M-V/def2-TZVPD

ORCA input file:
```
! RIJCOSX wB97M-V def2-TZVPD def2/J DEFGRID3
* xyz 0 1
O -2.8382 0.8664 0.6109
O 0.9193 -1.8704 1.2565
O 2.0620 1.7296 0.0699
O -0.4095 0.9745 3.1037
O -3.0739 -1.6866 0.4761
O -0.7111 1.5269 0.5134
O -1.3699 -1.4049 2.3794
O 1.3578 1.5551 -2.7003
O 2.5453 -0.7059 -0.8426
O 2.2239 0.1839 2.6449
N -1.4662 -0.0332 -0.9624
C -1.6760 0.9306 0.0670
C -0.0440 -1.0004 -2.7419
C -0.2403 0.1538 -1.7260
C -0.1809 1.4489 -2.4788
H -3.7188 -1.8190 1.3017
H -1.5371 -1.9765 3.0234
H 3.2476 -1.1924 -1.2924
H 0.7652 -0.6998 -3.4580
H 2.5172 0.6269 1.8652
H 1.9047 -0.6867 2.3436
H -0.5986 1.4398 2.2235
H -2.3223 -0.4584 -1.2400
H 2.9531 0.0377 -0.4621
H 0.5949 0.8426 3.1109
H 1.7402 1.7861 -1.7672
H 2.2901 2.5955 0.2922
H -0.6747 1.3659 -3.4454
H -2.1448 -1.6934 1.0303
H 0.2229 -1.8928 -2.2789
H 1.0978 1.6859 0.2200
H 1.4180 -1.5614 0.4189
H -0.4948 2.2855 -1.8368
H -3.2092 -0.2172 0.7378
H -1.0692 -0.5263 2.7712
H -0.9031 -1.2826 -3.4360
H 0.6850 0.0913 -1.0137
H 0.1373 -1.4187 1.2219
*
```

Computed properties:
ΔE to the lowest compared entry with this formula, charge and spin: 50.2 kcal/mol
SMILES string: C[C@@H](CO)NC(=O)O.O.O.O.O.O.O.O
Electronic energy: -973.349793 Ha

These are the Mulliken partial charges, in e, on atoms 1 to 4: -0.6539, -0.8261, -0.6524, -0.8909



E_HOMO for every record listed, in sequence, given in eV: -9.66; -5.60; -7.74; -9.65.
LUMO energy for every record listed, in sequence, given in eV: 0.17; 3.04; -0.59; 0.19.
Kohn-Sham gap for every record listed, in sequence, given in eV: 9.83; 8.63; 7.15; 9.84.